Below is a cluster of 10 separate species, C43H50N10 in total at a distorted geometry, with properties calculated with ωB97M-V/def2-TZVPD.

Calculated values
- Total charge: 0
- Electronic energy: -2215.9777 Eh
- HOMO-LUMO gap: 8.53 eV
- F_max: 0.055 Eh/bohr
- Energy above the lowest of the compared OMol25 structures with the same formula, charge and spin: 0.152 eV

Last column: Löwdin charge in e.
CARTESIAN COORDINATES (ANGSTROEM)
C: 18.67446 -3.29942 -21.75466  -0.13
C: 18.50368 -4.68778 -21.73948  -0.11
C: 17.23800 -4.93404 -22.25008  -0.13
N: 16.74805 -3.75746 -22.74020  0.03
C: 17.58339 -2.73506 -22.37082  -0.14
H: 19.56485 -2.79518 -21.41239  0.07
H: 19.18920 -5.42285 -21.35198  0.09
H: 16.67025 -5.84583 -22.33647  0.10
H: 15.81896 -3.71492 -23.13513  0.11
H: 17.31111 -1.75174 -22.71949  0.09
C: 22.37606 -0.38302 -17.19208  -0.13
C: 23.63170 0.17068 -16.84493  -0.13
C: 23.50268 0.76155 -15.60526  -0.13
N: 22.18797 0.69848 -15.25133  0.04
C: 21.50987 -0.00780 -16.20176  -0.14
H: 22.12130 -0.96942 -18.05851  0.08
H: 24.53121 0.12570 -17.43929  0.09
H: 24.28485 1.36231 -15.17048  0.11
H: 21.75555 1.09429 -14.43092  0.09
H: 20.46368 -0.22834 -16.05376  0.10
C: 22.26135 -1.32883 -21.97501  -0.12
C: 22.35266 -0.33690 -20.93155  -0.11
C: 23.53006 0.32015 -21.19106  -0.15
N: 24.20289 -0.26794 -22.22459  0.04
C: 23.38581 -1.24811 -22.72451  -0.14
H: 21.36870 -1.88172 -22.21742  0.08
H: 21.56325 -0.14726 -20.22629  0.08
H: 23.96143 1.11852 -20.60840  0.10
H: 25.07198 0.09975 -22.55922  0.15
H: 23.65598 -1.78467 -23.62084  0.12
C: 12.33873 -3.34888 -20.41984  -0.09
C: 11.68817 -2.10561 -20.58508  -0.19
C: 12.25679 -1.13790 -19.78460  -0.12
N: 13.40236 -1.71436 -19.29929  0.01
C: 13.54287 -2.96098 -19.81285  -0.13
H: 12.10258 -4.23469 -20.98363  0.09
H: 10.75420 -1.90993 -21.10158  0.10
H: 11.89404 -0.19063 -19.42912  0.11
H: 13.99468 -1.34366 -18.56691  0.11
H: 14.40465 -3.57825 -19.60544  0.11
C: 19.85320 2.74564 -24.25647  -0.10
C: 19.05254 1.61483 -23.98438  -0.12
C: 19.83829 0.63411 -23.41001  -0.13
N: 21.10093 1.16419 -23.32708  0.01
C: 21.11750 2.43834 -23.79368  -0.15
H: 19.48622 3.63204 -24.74410  0.09
H: 17.99102 1.48867 -24.13492  0.08
H: 19.60577 -0.29164 -22.91175  0.08
H: 21.86640 0.61079 -22.96976  0.08
H: 22.10235 2.88055 -23.75094  0.11
C: 19.85951 2.33000 -13.74988  -0.14
C: 20.73671 3.39044 -13.53454  -0.12
C: 21.36630 3.18866 -12.32206  -0.12
N: 20.90989 1.98664 -11.85906  0.01
C: 20.05747 1.39544 -12.73635  -0.13
H: 19.22836 2.30177 -14.62575  0.09
H: 20.83402 4.23782 -14.19454  0.10
H: 21.94788 3.90629 -11.77118  0.11
H: 21.05732 1.65599 -10.92132  0.15
H: 19.50714 0.48509 -12.57302  0.10
C: 14.40072 -2.54914 -24.86188  -0.12
C: 14.91616 -1.25570 -24.59828  -0.13
C: 14.36441 -0.81163 -23.43120  -0.14
N: 13.44088 -1.74553 -22.98478  0.05
C: 13.53925 -2.80910 -23.83941  -0.17
H: 14.69467 -3.26263 -25.61315  0.10
H: 15.62008 -0.69846 -25.19709  0.09
H: 14.55720 0.09993 -22.88783  0.10
H: 12.83992 -1.67442 -22.15888  0.08
H: 12.93487 -3.68684 -23.65570  0.11
C: 21.80004 3.00990 -20.07011  -0.09
C: 22.60898 2.73701 -18.99649  -0.08
C: 23.31864 3.80884 -18.45475  -0.14
N: 23.37561 5.02425 -19.00817  0.05
C: 22.68439 5.19681 -20.15124  -0.15
C: 21.82828 4.24774 -20.69738  -0.06
H: 21.21454 2.20793 -20.50674  0.09
H: 22.71884 1.73750 -18.59865  0.07
H: 23.95807 3.63871 -17.59644  0.10
H: 22.81107 6.16930 -20.61078  0.10
H: 21.27619 4.57594 -21.56619  0.10
C: 16.86361 -0.91654 -12.41473  -0.10
C: 16.84943 -0.64351 -11.03339  -0.07
C: 16.40942 0.60754 -10.67255  -0.15
N: 16.00887 1.57480 -11.54234  0.05
C: 16.05828 1.31635 -12.82803  -0.15
C: 16.52814 0.06299 -13.29689  -0.09
H: 17.13957 -1.89568 -12.78668  0.11
H: 17.25859 -1.31152 -10.29035  0.10
H: 16.37455 0.97164 -9.65391  0.10
H: 15.72544 2.08720 -13.51154  0.10
H: 16.46097 -0.14777 -14.35784  0.08
C: 18.46615 0.32133 -18.91190  -0.04
C: 17.85431 0.56512 -17.67279  -0.06
C: 16.49574 0.31873 -17.58802  -0.16
N: 15.77579 -0.10082 -18.61703  0.03
C: 16.34237 -0.28089 -19.82404  -0.13
C: 17.68819 -0.13419 -19.98980  -0.05
H: 19.51819 0.54870 -19.01697  0.09
H: 18.48132 1.01905 -16.91833  0.08
H: 15.87387 0.51475 -16.72036  0.10
H: 15.64477 -0.54707 -20.60706  0.09
H: 18.19996 -0.34087 -20.91942  0.08

***

Below is a structure of composition C43H51As2Br2CrFN2O8S5, with properties calculated with ωB97M-V/def2-TZVPD.

Calculated values
- Spin multiplicity: 4
- Total charge: +1
- Electronic energy: -15135.2736 Eh
- HOMO-LUMO gap (spin up / spin down): 5.91 / 5.97 eV
- F_max: 0.013 Eh/bohr
- Energy above the lowest of the compared OMol25 structures with the same formula, charge and spin: 0.260 eV

Last column: Löwdin spin population.
CARTESIAN COORDINATES (ANGSTROEM)
Cr: -0.67664 -0.58030 1.11648  3.09
Br: -2.15059 -1.01557 -2.39109  0.00
C: -3.13525 -2.56292 -1.77448  0.00
Br: -3.15342 -2.68169 0.14149  0.00
H: -2.61491 -3.43815 -2.14620  0.00
H: -4.15396 -2.47564 -2.13479  0.00
C: -6.05556 3.82342 -0.18163  0.00
C: -6.12011 2.69683 0.84541  0.00
C: -6.39919 3.30208 2.22802  0.00
C: -7.25194 1.73207 0.46494  0.00
C: -4.82222 1.90692 0.90837  0.01
C: -4.66591 0.88375 1.84399  0.00
C: -3.48588 0.17611 1.90251  0.01
N: -2.44966 0.45530 1.10506  -0.01
C: -2.57874 1.42504 0.18330  0.01
C: -3.74687 2.15338 0.05808  0.00
C: -1.34675 1.68756 -0.61311  0.01
C: -1.22691 2.72075 -1.52480  0.00
C: 0.00121 2.98565 -2.12784  0.01
C: 1.07895 2.19900 -1.72716  0.00
C: 0.88465 1.17599 -0.82733  0.01
N: -0.31209 0.89085 -0.31079  -0.01
C: 0.19453 4.08251 -3.16302  0.00
C: 0.65583 3.42061 -4.46945  0.00
C: 1.27242 5.05172 -2.66397  0.00
C: -1.09020 4.86333 -3.42859  0.00
H: -6.99073 4.38017 -0.16268  0.00
H: -5.92397 3.44580 -1.19643  0.00
H: -5.25193 4.52781 0.03633  0.00
H: -7.29844 3.91330 2.18038  0.00
H: -5.57598 3.93554 2.55644  0.00
H: -6.56054 2.53658 2.98459  0.00
H: -8.19964 2.26879 0.44243  0.00
H: -7.34735 0.91960 1.18298  0.00
H: -7.08490 1.29733 -0.52045  0.00
H: -5.45637 0.62029 2.52926  0.00
H: -3.35265 -0.64098 2.60146  0.00
H: -3.81854 2.91620 -0.70038  0.00
H: -2.08632 3.32772 -1.75217  0.00
H: 2.07494 2.36001 -2.11415  0.00
H: 1.71875 0.57260 -0.48042  0.00
H: 1.56327 2.83322 -4.32708  0.00
H: 0.86563 4.18734 -5.21434  0.00
H: -0.11495 2.76168 -4.86876  0.00
H: 2.24757 4.57326 -2.58431  0.00
H: 1.01496 5.46375 -1.68878  0.00
H: 1.36682 5.87815 -3.36685  0.00
H: -1.89031 4.22244 -3.79947  0.00
H: -0.89935 5.61707 -4.19067  0.00
H: -1.44410 5.38307 -2.53741  0.00
F: 2.34908 3.18740 4.92285  0.01
C: 1.65775 2.36414 4.11450  0.02
C: 2.12063 1.08194 3.91454  -0.01
C: 1.40068 0.23780 3.07885  0.00
C: 0.24033 0.66765 2.43770  -0.13
C: -0.19563 1.97107 2.67827  0.00
C: 0.50290 2.82708 3.51696  -0.01
H: 3.01344 0.75067 4.42527  0.00
H: 1.75491 -0.78049 2.95441  0.00
H: -1.10265 2.35047 2.22769  0.00
H: 0.16342 3.83322 3.71387  0.00
C: 1.63194 -3.50158 5.36142  0.00
S: -0.08041 -4.07427 5.48392  0.00
C: -0.87866 -2.51070 5.48235  0.01
C: -1.14489 -1.75678 4.39733  0.00
S: -0.76143 -2.24086 2.76055  -0.01
S: -1.86308 -0.20664 4.72448  0.00
C: -2.01798 -0.35074 6.45127  0.00
S: -2.68938 0.80689 7.38310  0.00
S: -1.36051 -1.84173 7.02281  0.00
H: 2.25400 -4.38034 5.20579  0.00
H: 1.94560 -2.99754 6.27235  0.00
H: 1.73426 -2.83141 4.50948  0.00
C: 5.10007 -0.69081 3.00188  0.00
O: 4.23602 -0.61374 1.85501  0.00
C: 4.06707 -1.76470 1.20904  0.00
O: 4.48391 -2.83399 1.56208  0.00
C: 3.20334 -1.59604 -0.01210  0.00
C: 3.63518 -1.02615 -1.13008  0.00
As: 2.76766 -0.84370 -2.89814  0.00
C: 4.15505 -1.91363 -3.78777  0.00
C: 1.48433 -2.33861 -2.72465  0.00
C: 1.13139 -2.96793 -1.61548  0.00
As: 1.39578 -2.29585 0.19916  0.00
C: 1.67566 -3.95508 1.14825  0.00
C: 0.30376 -4.22008 -1.61305  0.00
O: -0.79241 -4.28110 -1.11045  0.00
O: 0.99863 -5.24775 -2.08594  0.00
C: 0.28699 -6.50165 -2.17029  0.00
C: 0.84132 -2.79383 -4.00539  0.00
O: -0.06102 -3.58639 -4.07443  0.00
O: 1.34343 -2.13281 -5.05487  0.00
C: 0.72064 -2.43385 -6.31559  0.00
C: 4.98521 -0.37804 -1.20747  0.00
O: 5.19703 0.55807 -1.93491  0.00
O: 5.88681 -0.95870 -0.42599  0.00
C: 7.18251 -0.33761 -0.42264  0.00
H: 5.31591 0.33939 3.26630  0.00
H: 6.00994 -1.23325 2.74982  0.00
H: 4.59042 -1.20139 3.81832  0.00
H: 5.06746 -1.32125 -3.81942  0.00
H: 3.82960 -2.12064 -4.80164  0.00
H: 4.32267 -2.84357 -3.24753  0.00
H: 2.44431 -4.53142 0.63318  0.00
H: 0.71381 -4.46813 1.17901  0.00
H: 1.98453 -3.73606 2.16837  0.00
H: 0.77789 -7.06308 -2.96037  0.00
H: -0.75829 -6.32535 -2.40851  0.00
H: 0.36948 -7.02571 -1.21856  0.00
H: 1.18426 -1.76424 -7.03308  0.00
H: -0.35171 -2.26001 -6.25144  0.00
H: 0.90496 -3.47415 -6.57943  0.00
H: 7.75270 -0.88160 0.32335  0.00
H: 7.09292 0.71563 -0.16187  0.00
H: 7.63976 -0.43579 -1.40529  0.00

***

- Number 2 is which compound?
  C43H51As2Br2CrFN2O8S5

***

- Which formula does entry 1 have?
  C43H50N10

***

- total charge of number 1 (C43H50N10)?
  0